A) Entry from the Open Molecules 2025 dataset: the molecule C3H3NO2S2 (ωB97M-V/def2-TZVPD).

XYZ file:
```
11
Properties=species:S:1:pos:R:3
C 0.733 -0.913 0.856
C -0.858 -0.808 2.636
C -0.248 -0.342 -0.084
N 0.552 -1.098 2.051
O -1.010 -1.065 3.783
O -1.518 -0.207 1.758
S -1.027 -1.369 -1.138
S -0.376 1.410 -0.352
H 1.775 -1.255 0.650
H -1.806 -0.334 -1.825
H -0.926 1.598 0.908
```

Summary:
Kohn-Sham gap	0.274	Eh
charge	0
spin multiplicity	1

---

B) Entry from the Open Molecules 2025 dataset: the molecule C3H3NO2S2 (ωB97M-V/def2-TZVPD).

XYZ file:
```
11
Properties=species:S:1:pos:R:3
C -1.147 0.549 0.774
C 0.172 0.567 -0.015
C 1.634 -1.053 -1.222
H -2.570 1.795 2.023
H -0.060 -1.612 -0.293
H 1.657 -2.123 -1.467
N 0.507 -0.785 -0.442
O 0.806 1.538 -0.213
O 2.502 -0.277 -1.563
S -1.443 2.174 1.308
S -2.057 -0.773 1.112
```

Summary:
Kohn-Sham gap	0.293	Eh
charge	0
spin multiplicity	1
SMILES	O=CNC(=O)C(=S)S

---

Which of them is the most stable? Correct choice: B).

---

A) Entry from the Open Molecules 2025 dataset: a cluster of 2 separate species, C2H2INO2S in total (ωB97M-V/def2-TZVPD).

XYZ file:
```
9
Properties=species:S:1:pos:R:3
C 1.845 1.671 -0.110
C -0.098 0.002 0.066
N 2.641 2.474 -0.207
O -1.094 2.124 -1.109
O -1.103 2.042 1.373
S -1.127 1.389 0.110
I -3.169 0.021 0.048
H 0.182 -0.470 0.983
H 0.068 -0.465 -0.885
```

Summary:
Kohn-Sham gap (alpha / beta)	0.272 / 0.271	Eh
charge	0
spin multiplicity	1

---

B) Entry from the Open Molecules 2025 dataset: the molecule C2H2INO2S (ωB97M-V/def2-TZVPD).

XYZ file:
```
9
Properties=species:S:1:pos:R:3
C 0.430 -1.457 -0.231
C -0.061 -0.074 -0.194
N 1.700 -1.604 -0.935
O 2.479 -0.766 -0.626
O 1.822 -2.482 -1.691
S -0.351 -2.775 0.208
I -0.697 0.460 -2.385
H -0.896 0.066 0.502
H 0.950 0.570 -0.059
```

Summary:
Kohn-Sham gap	0.285	Eh
charge	0
spin multiplicity	1
SMILES	O=[N+]([O-])C(=S)CI

---

Which of them is the most stable? Correct choice: B).

---

A) Entry from the Open Molecules 2025 dataset: a cluster of 2 separate species, C2HN4S in total (ωB97M-V/def2-TZVPD).

XYZ file:
```
8
Properties=species:S:1:pos:R:3
C 0.412 -0.096 -0.006
C -1.901 0.251 -0.532
N 0.730 -1.199 0.722
N 1.324 0.730 -0.354
N 2.044 -0.978 0.834
N 2.423 0.146 0.213
S -2.713 0.757 0.683
H -2.319 0.388 -1.561
```

Summary:
Kohn-Sham gap (alpha / beta)	0.278 / 0.277	Eh
charge	-1
spin multiplicity	1

---

B) Entry from the Open Molecules 2025 dataset: a cluster of 2 separate species, C2HN4S in total (ωB97M-V/def2-TZVPD).

XYZ file:
```
8
Properties=species:S:1:pos:R:3
C -0.234 -1.849 1.098
C 0.245 -0.507 1.075
N 0.341 0.540 -1.877
N -0.425 -2.990 1.402
N -0.074 1.610 -2.087
N -0.447 2.683 -2.308
S 0.268 0.444 2.546
H 0.325 0.069 0.151
```

Summary:
Kohn-Sham gap (alpha / beta)	0.158 / 0.158	Eh
charge	-1
spin multiplicity	1

---

Which of them is the most stable? Correct choice: B).

---

A) Entry from the Open Molecules 2025 dataset: a cluster of 2 separate species, C2HBrF2O in total (ωB97M-V/def2-TZVPD).

XYZ file:
```
7
Properties=species:S:1:pos:R:3
C -1.071 -0.877 -0.432
C 0.641 0.721 0.504
O -1.799 -1.386 0.354
F -0.951 -0.970 -1.716
F 1.127 -0.105 1.465
Br 1.714 0.912 -1.062
H 0.339 1.705 0.888
```

Summary:
Kohn-Sham gap (alpha / beta)	0.323 / 0.309	Eh
charge	0
spin multiplicity	1

---

B) Entry from the Open Molecules 2025 dataset: a cluster of 2 separate species, C2HBrF2O in total (ωB97M-V/def2-TZVPD).

XYZ file:
```
7
Properties=species:S:1:pos:R:3
C -0.579 -1.062 -0.123
C 0.218 0.853 -0.109
O -1.252 -1.604 -0.910
F -0.179 -1.494 1.030
F -0.476 1.427 0.840
Br 2.062 0.512 0.318
H 0.206 1.369 -1.046
```

Summary:
Kohn-Sham gap	0.385	Eh
charge	0
spin multiplicity	1

---

Which of them is the most stable? Correct choice: B).

---

A) Entry from the Open Molecules 2025 dataset: a structure of composition C7H16N2O (ωB97M-V/def2-TZVPD).

XYZ file:
```
26
Properties=species:S:1:pos:R:3
C 2.136 -0.888 0.017
C -2.850 -0.401 0.698
C -2.117 1.410 -0.662
C 2.683 -0.191 -1.209
C 0.819 1.057 1.567
N -1.766 0.493 0.390
C -0.283 -0.522 -0.213
C 0.562 0.029 0.549
N -0.537 -1.449 -1.172
O 3.007 -0.883 1.102
H 3.330 0.016 1.237
H 1.883 -1.933 -0.164
H -1.387 -1.302 -1.700
H -0.465 -2.407 -0.856
H -3.185 -1.013 -0.166
H -2.558 -1.072 1.508
H -2.367 0.894 -1.615
H -1.283 2.088 -0.850
H -3.003 2.008 -0.400
H -3.737 0.154 1.039
H 1.991 -0.297 -2.042
H 2.825 0.874 -1.014
H 3.650 -0.610 -1.504
H 1.342 0.614 2.416
H 1.446 1.857 1.165
H -0.136 1.474 1.878
```

Summary:
Kohn-Sham gap	0.314	Eh
charge	0
spin multiplicity	1

---

B) Entry from the Open Molecules 2025 dataset: the molecule C7H16N2O (ωB97M-V/def2-TZVPD).

XYZ file:
```
26
Properties=species:S:1:pos:R:3
C 1.847 -0.641 0.488
C -1.303 0.620 -0.527
C 1.726 -2.095 0.845
C 3.211 -0.039 0.581
C -1.026 2.054 -0.070
C -2.700 0.176 -0.090
C -1.175 0.502 -2.055
O -0.532 -0.625 1.581
N 0.933 0.088 -0.072
N -0.332 -0.343 0.019
H -0.995 -1.456 1.761
H 0.887 -2.559 0.325
H 2.636 -2.616 0.557
H 1.587 -2.215 1.919
H 3.912 -0.585 -0.050
H 3.566 -0.109 1.606
H 3.190 1.002 0.270
H -0.044 2.373 -0.404
H -1.780 2.727 -0.469
H -1.048 2.099 1.016
H -2.878 -0.861 -0.372
H -2.807 0.270 0.988
H -3.450 0.801 -0.569
H -0.168 0.774 -2.364
H -1.880 1.177 -2.535
H -1.376 -0.517 -2.378
```

Summary:
Kohn-Sham gap	0.326	Eh
charge	0
spin multiplicity	1
SMILES	CC(C)=NN(O)C(C)(C)C

---

C) Entry from the Open Molecules 2025 dataset: a cluster of 3 separate species, C7H16N2O in total (ωB97M-V/def2-TZVPD).

XYZ file:
```
26
Properties=species:S:1:pos:R:3
C -0.890 0.614 0.278
C -0.090 -0.414 -0.299
C -2.423 -0.916 0.158
C 0.451 -1.546 0.540
C -0.187 -0.724 -1.774
C 2.519 0.921 0.869
C 1.581 0.950 -0.304
N -0.860 0.925 1.610
O -1.324 1.683 -0.444
N 1.848 1.721 -1.266
H -1.106 1.600 -1.379
H -1.474 1.672 1.898
H -0.480 0.289 2.291
H 1.142 1.728 -2.007
H -2.466 -1.725 -0.567
H -3.231 -0.211 -0.024
H -2.455 -1.307 1.172
H 0.621 -1.249 1.574
H 1.405 -1.875 0.125
H -0.229 -2.399 0.534
H -0.812 -0.030 -2.337
H -0.624 -1.711 -1.926
H 0.806 -0.712 -2.227
H 1.986 1.154 1.792
H 2.956 -0.075 0.977
H 3.336 1.636 0.736
```

Summary:
Kohn-Sham gap (alpha / beta)	0.263 / 0.263	Eh
charge	0
spin multiplicity	1

---

Which of them is the most stable? Correct choice: B).

---

A) Entry from the Open Molecules 2025 dataset: a cluster of 2 separate species, C2H4FNO in total (ωB97M-V/def2-TZVPD).

XYZ file:
```
9
Properties=species:S:1:pos:R:3
C 0.013 1.659 -0.606
C -0.675 0.860 -1.371
N 1.010 -0.400 1.041
O 0.829 2.438 -0.266
F 1.078 -1.743 1.578
H 1.845 -0.161 0.509
H -1.384 0.048 -1.206
H -0.837 1.151 -2.377
H 0.197 -0.420 0.472
```

Summary:
Kohn-Sham gap	0.366	Eh
charge	0
spin multiplicity	1
SMILES	C=C=O.NF

---

B) Entry from the Open Molecules 2025 dataset: a cluster of 2 separate species, C2H4FNO in total (ωB97M-V/def2-TZVPD).

XYZ file:
```
9
Properties=species:S:1:pos:R:3
C -0.061 0.687 1.413
C -0.156 -0.713 -0.936
N -0.254 0.659 -0.606
O -0.388 -0.245 2.040
F 0.692 1.708 1.804
H -0.485 -1.249 0.054
H -0.793 -0.898 -1.724
H 0.880 -1.146 -1.235
H 0.564 1.197 -0.810
```

Summary:
Kohn-Sham gap (alpha / beta)	0.365 / 0.365	Eh
charge	0
spin multiplicity	1

---

Which of them is the most stable? Correct choice: B).